Entry 1:
Here is one molecule with the formula C8H8S at a distorted geometry from the OMol25 dataset. Energies are from ωB97M-V/def2-TZVPD.

XYZ file:
```
17
Properties=species:S:1:pos:R:3:forces:R:3:nbo_charge:R:1
C 1.452480 1.434736 1.788803 -0.8 1.6 0.1 -0.36
C 0.471234 0.528401 1.709261 1.9 0.5 -0.3 -0.22
C -0.047314 0.116289 0.385837 -0.7 -0.7 3.1 -0.02
C 0.426901 0.464445 -0.799340 0.3 -1.1 -1.5 -0.23
C 0.017311 -0.161624 -2.055467 -1.6 -1.5 -0.2 -0.20
C -1.046112 -1.076322 -2.017763 2.4 2.4 -0.6 -0.19
C -1.757479 -1.227540 -0.769868 -1.1 -4.3 -0.1 -0.38
S -2.634490 0.121915 -0.129656 -2.5 1.1 0.7 0.22
C -1.256485 -0.705699 0.574465 0.2 -2.3 0.1 -0.35
H 1.807439 1.889398 2.756834 -0.2 -0.8 -1.3 0.21
H 1.628758 1.980999 0.823082 0.5 -0.4 1.3 0.19
H 0.157627 0.011652 2.611747 -0.3 0.0 -0.3 0.21
H 1.306930 1.049680 -0.852812 0.6 0.6 0.0 0.21
H 0.645844 0.078702 -2.945820 -0.9 -0.4 0.7 0.22
H -1.524925 -1.625943 -2.835486 0.9 0.3 0.0 0.22
H -2.248141 -2.326781 -0.782491 0.6 2.7 0.5 0.23
H -1.434598 -1.476269 1.494026 0.7 2.3 -2.1 0.25
```
Positions in Å, forces in eV/Å.

The value obtained for the molar mass is 136.2 g mol⁻¹. Its total energy is -19257.7207 eV. The charge is 0. As for the structure (SMILES): C=CC1=CC=C[C@@H]2S[C@H]12. The value obtained for the relative energy (zero: lowest compared OMol25 entry of this formula, charge and spin) is 1.545 eV. The calculation puts the HOMO energy at -7.97 eV. For the strongest force on any atom, the calculation gives 0.0871 hartree/bohr. For the LUMO energy, the calculation gives 0.10 eV.

Entry 2:
Here is a 2-piece molecular cluster, C8H8Si overall at a distorted geometry from the OMol25 dataset. Energies are from ωB97M-V/def2-TZVPD.

XYZ file:
```
17
Properties=species:S:1:pos:R:3:forces:R:3:nbo_charge:R:1
C -1.393109 -1.761114 -1.697179 0.3 -1.1 -0.6 -0.21
C -0.378849 -1.860404 -0.730115 0.8 -3.1 -0.3 -0.21
C -1.829331 -0.527487 -2.066976 -0.4 0.1 -0.9 -0.22
C 0.304841 -0.759180 -0.352545 0.4 1.9 1.2 -0.17
C -1.201111 0.608160 -1.660086 -0.4 2.8 1.6 -0.16
C -0.152282 0.527152 -0.699250 -0.5 -0.6 -0.9 -0.14
C 1.096140 2.653621 0.202602 -1.1 -1.4 -0.3 -0.19
C 0.475238 1.656847 -0.090782 0.7 1.2 -0.7 -0.03
Si 1.887319 0.062759 3.024599 -0.6 -1.0 -0.1 0.55
H -1.784222 -2.456503 -2.471849 0.4 -0.8 1.8 0.23
H 0.069576 -2.800690 -0.251344 -1.2 1.0 -1.4 0.23
H -2.669987 -0.549352 -2.754970 0.2 0.6 -0.1 0.21
H 1.205289 -0.847855 0.287943 -0.8 0.0 -0.3 0.21
H -1.680709 1.598067 -1.953163 1.1 -1.2 0.5 0.22
H 1.543654 3.583458 0.369944 0.4 0.6 0.4 0.23
H 1.902441 -1.528094 2.897816 0.1 0.9 0.0 -0.29
H 0.332987 0.023690 3.019619 0.5 0.1 0.0 -0.27
```
Positions in Å, forces in eV/Å.

The value obtained for the molar mass is 132.2 g mol⁻¹. Its total energy is -16297.8270 eV. The charge is 0. The value obtained for the relative energy (zero: lowest compared OMol25 entry of this formula, charge and spin) is 2.546 eV. The calculation puts the HOMO energy at -8.79 eV. For the strongest force on any atom, the calculation gives 0.0633 hartree/bohr. For the LUMO energy, the calculation gives -0.94 eV.

Entry 3:
Here is C8H9B2BeF14N4O4S2 as an isolated structure at a distorted geometry from the OMol25 dataset. Energies are from ωB97M-V/def2-TZVPD.

XYZ file:
```
44
Properties=species:S:1:pos:R:3:forces:R:3:nbo_charge:R:1
Be -0.738927 -0.754578 -0.179480 -0.8 0.3 -0.7 1.65
B -0.028656 -2.582989 -1.927075 -0.3 -0.5 -1.3 1.31
F -0.811419 -1.628965 -2.613569 0.5 0.0 0.5 -0.55
F -0.735606 -3.036868 -0.808731 -0.6 0.8 1.0 -0.54
F 0.325488 -3.629644 -2.757627 0.2 0.3 0.3 -0.55
F 1.069123 -1.899170 -1.353527 0.3 0.6 0.3 -0.57
B -3.745117 -1.641462 -0.205648 0.3 -0.6 -0.7 1.34
F -3.585910 -2.964533 0.167140 0.1 -0.4 0.3 -0.56
F -3.046860 -0.808496 0.728987 1.1 0.3 0.3 -0.58
F -3.099901 -1.400973 -1.434257 0.0 -0.1 0.1 -0.56
F -5.080481 -1.343285 -0.268158 -0.6 0.6 0.1 -0.56
C -1.507513 1.619474 -3.840433 0.8 0.7 0.2 0.80
F -2.417476 2.532216 -4.188483 -0.3 0.0 0.5 -0.32
F -1.965724 0.421442 -4.086344 -0.1 -0.1 0.3 -0.28
F -0.445995 1.855216 -4.601291 0.1 -0.3 0.0 -0.31
S -1.116577 1.839518 -1.939344 -2.3 -2.0 0.1 2.13
O -1.218525 3.235996 -1.621344 1.4 0.0 -0.4 -0.90
O -2.172615 1.062546 -1.319512 0.9 -0.5 0.0 -0.94
N 0.262515 0.900928 -1.595809 -2.7 -0.1 0.1 -1.24
S 1.473355 1.870291 -1.758718 2.3 2.1 0.1 2.17
O 1.389609 2.575070 -3.021436 0.6 -0.5 0.6 -0.93
O 1.646473 2.706931 -0.578504 0.5 -0.7 -0.5 -0.97
C 3.072575 0.769548 -1.830077 -2.0 1.3 -0.9 0.79
F 2.878214 -0.299683 -2.577522 0.2 -0.3 0.6 -0.29
F 4.004923 1.501354 -2.424253 0.4 0.3 0.1 -0.31
F 3.429404 0.534844 -0.585196 0.5 -0.7 0.1 -0.31
C 4.132332 -1.316942 1.995539 -0.1 -0.2 0.8 -0.72
C 2.772763 -1.060680 1.551962 0.0 0.0 0.0 0.34
N 1.672064 -0.870219 1.309800 -0.6 0.1 -0.4 -0.36
H 4.234340 -2.379737 2.215330 0.1 0.0 -0.3 0.26
H 4.233737 -0.824175 2.964350 0.2 0.2 -0.1 0.25
H 4.921452 -0.980440 1.329884 -0.2 0.0 -0.2 0.26
C -1.163892 -2.113293 4.798870 -1.2 0.0 -0.3 -0.72
C -1.042439 -2.282577 3.358688 0.7 0.4 -0.1 0.31
N -0.924303 -2.410784 2.227021 0.0 0.3 -0.3 -0.32
H -0.960224 -1.110084 5.167495 0.5 0.0 -0.3 0.25
H -0.592729 -2.874594 5.322433 -0.1 0.0 0.1 0.25
H -2.245656 -2.209308 4.933583 0.1 -0.4 0.6 0.26
C -0.369173 3.680699 1.605109 -0.3 -0.7 -0.4 -0.74
C -0.714449 2.268393 1.531443 0.1 -0.3 0.6 0.40
N -0.918711 1.140358 1.512806 0.2 -0.7 -0.8 -0.44
H -1.297765 4.245529 1.552636 0.2 0.2 -0.1 0.26
H 0.258752 3.779647 0.715843 0.0 0.7 0.1 0.31
H 0.169528 3.883457 2.527435 0.1 0.0 -0.1 0.24
```
Positions in Å, forces in eV/Å.

The value obtained for the molar mass is 585.9 g mol⁻¹. Its total energy is -84072.9981 eV. The charge is -1. The value obtained for the relative energy (zero: lowest compared OMol25 entry of this formula, charge and spin) is 1.889 eV. The calculation puts the HOMO energy at -7.78 eV. For the strongest force on any atom, the calculation gives 0.0612 hartree/bohr. For the LUMO energy, the calculation gives 1.80 eV.

Entry 4:
Here is a 2-piece molecular cluster, C8H9BrO2 overall at a distorted geometry from the OMol25 dataset. Energies are from ωB97M-V/def2-TZVPD.

XYZ file:
```
20
Properties=species:S:1:pos:R:3:forces:R:3:nbo_charge:R:1
O -0.834098 1.128036 0.299758 0.5 0.4 0.4 -0.61
C 0.212979 0.522984 0.426278 -0.3 -0.6 2.3 0.57
C 0.316911 -0.605474 1.423171 3.5 -0.9 -1.4 -0.28
C 1.469678 -1.376992 1.556683 -1.6 3.8 -1.9 -0.12
C 2.668311 -0.981626 0.821750 -0.9 -1.2 1.2 -0.26
C 2.619097 0.053664 0.016544 0.1 0.6 -1.5 -0.11
C 1.403798 0.912122 -0.321625 1.6 -0.1 -1.7 -0.58
H -0.511666 -0.801455 1.998020 -1.9 -0.4 1.1 0.22
H 1.622981 -2.148699 2.216503 -0.4 -1.8 1.6 0.21
H 3.574952 -1.567082 1.015195 -0.3 0.4 -0.3 0.22
H 3.550937 0.187690 -0.474474 0.5 0.9 -0.7 0.21
H 1.708432 1.989390 -0.185205 -0.7 -0.9 -0.1 0.27
H 1.025265 0.816650 -1.433918 1.2 0.1 1.8 0.29
C -3.221263 0.718722 -0.797261 -1.8 -1.6 -0.1 -0.76
C -2.221265 -0.308902 -1.106766 -0.1 -2.3 0.7 0.59
O -1.971104 -1.299739 -0.501834 -0.1 0.4 -0.5 -0.52
Br -1.210619 0.077001 -2.742593 0.2 0.1 -0.5 -0.10
H -2.559974 1.342260 -0.251180 -0.4 1.5 0.5 0.31
H -3.545288 1.063742 -1.760120 -0.4 0.9 -0.1 0.23
H -4.098064 0.277708 -0.198927 1.5 0.7 -0.7 0.24
```
Positions in Å, forces in eV/Å.

The value obtained for the molar mass is 217.1 g mol⁻¹. Its total energy is -82577.5497 eV. The charge is 0. As for the structure (SMILES): O=C1C=CC=CC1.CC(=O)Br. The value obtained for the relative energy (zero: lowest compared OMol25 entry of this formula, charge and spin) is 0.780 eV. The calculation puts the HOMO energy at -9.08 eV. For the strongest force on any atom, the calculation gives 0.0878 hartree/bohr. For the LUMO energy, the calculation gives -0.32 eV.

Entry 5:
Here is C8H9CdN4O3S3 as an isolated structure at a distorted geometry from the OMol25 dataset. Energies are from ωB97M-V/def2-TZVPD.

XYZ file:
```
28
Properties=species:S:1:pos:R:3:forces:R:3:nbo_charge:R:1
Cd 1.319625 -1.550305 0.045367 0.6 1.8 -0.1 1.54
C -0.232918 2.958018 -0.076689 0.0 -0.2 0.1 -0.69
C -0.089562 1.461794 -0.041488 0.4 0.3 0.1 0.19
N 1.020056 0.870358 0.231625 -0.2 -0.3 -0.2 -0.30
N 2.073889 1.648451 0.541181 0.2 0.5 0.1 -0.49
C 3.234393 1.055067 0.697483 -0.1 0.0 -0.1 0.29
N 4.223938 1.898290 1.126454 0.0 0.0 0.0 -0.81
S 3.699178 -0.576008 0.440229 -0.4 -0.3 0.0 -0.44
C -1.267829 0.621038 -0.307031 -0.3 -0.3 -0.1 0.16
C -2.469226 1.157349 -0.772231 0.1 0.1 0.0 -0.26
C -3.539869 0.306863 -0.993433 0.0 -0.1 0.0 -0.17
C -3.396122 -1.045031 -0.730874 0.0 0.1 0.0 -0.27
C -2.166305 -1.495902 -0.265123 -0.1 -0.1 0.0 0.09
N -1.139449 -0.685434 -0.070660 0.1 0.2 0.0 -0.46
H 0.686169 3.401650 0.291175 0.0 0.1 0.0 0.26
H -1.071775 3.275231 0.545624 0.0 0.0 0.0 0.21
H -0.412528 3.302764 -1.097776 0.0 0.0 0.0 0.22
H 4.038149 2.883634 1.040716 0.0 0.0 0.0 0.39
H 5.167976 1.575244 1.021753 0.0 0.0 0.0 0.39
H -2.566441 2.218786 -0.954302 0.0 0.0 0.0 0.21
H -4.478559 0.700216 -1.364117 0.0 0.0 0.0 0.21
H -4.209337 -1.739751 -0.889495 0.0 0.0 0.0 0.22
H -1.991801 -2.538545 -0.033966 0.1 0.0 0.0 0.24
O 0.191531 -2.959672 1.351562 -0.3 -0.2 0.2 -1.10
S 0.724178 -4.045158 0.462398 0.2 -1.3 0.3 2.19
O 0.007678 -5.288588 0.621637 -0.1 0.0 0.0 -0.99
O 2.174594 -4.108865 0.634216 0.0 -0.2 0.1 -1.02
S 0.470379 -3.301497 -1.454238 -0.1 -0.2 -0.4 -0.81
```
Positions in Å, forces in eV/Å.

The value obtained for the molar mass is 417.8 g mol⁻¹. Its total energy is -57618.4304 eV. The charge is -1. The calculation puts the HOMO energy at -4.74 eV. For the strongest force on any atom, the calculation gives 0.0379 hartree/bohr. For the LUMO energy, the calculation gives 2.52 eV.

Entry 6:
Here is one molecule with the formula C8H9Cl5S at a distorted geometry from the OMol25 dataset. Energies are from ωB97M-V/def2-TZVPD.

XYZ file:
```
23
Properties=species:S:1:pos:R:3:forces:R:3:nbo_charge:R:1
C 0.882445 -0.608338 1.509376 -0.5 0.1 -0.8 -0.62
C 1.489571 -0.672137 0.084399 -0.2 1.5 1.1 -0.12
C 2.003670 0.723049 -0.237823 0.8 0.3 -0.5 -0.63
C 2.646960 -1.631282 0.021206 -0.5 -0.8 0.6 -0.62
S 0.269148 -1.232729 -1.175230 -0.1 -0.1 0.0 0.28
C -1.017489 -0.036380 -1.147681 -2.9 -0.6 0.8 -0.20
Cl -0.761617 1.490542 -2.034647 -0.2 -0.8 0.6 0.01
C -2.324516 -0.320934 -0.656988 3.7 1.4 -1.4 -0.11
Cl -2.699329 -1.868791 0.009128 -0.1 0.5 -0.1 0.07
C -3.344751 0.740497 -0.702287 -0.4 2.3 2.3 -0.14
Cl -4.778030 0.453323 -1.627958 0.3 -0.1 0.0 0.06
C -3.295985 1.904671 0.092873 0.2 -2.8 -1.4 -0.07
Cl -1.959983 2.196764 1.190613 -0.9 0.0 -0.7 0.06
Cl -4.584891 3.044417 0.067067 0.7 -0.2 0.2 0.09
H 0.475175 -1.582271 1.769889 -0.1 0.0 0.2 0.22
H 1.666268 -0.334466 2.218373 0.0 0.0 0.0 0.21
H 0.076626 0.164097 1.555603 0.6 -0.7 0.0 0.22
H 2.852266 0.985707 0.431199 -0.6 -0.2 -0.2 0.21
H 1.224759 1.477803 -0.141965 0.1 0.0 0.0 0.22
H 2.402090 0.743798 -1.266335 -0.2 0.1 0.3 0.22
H 3.442434 -1.325985 0.701254 -0.1 0.1 0.0 0.22
H 3.028995 -1.682654 -0.971932 0.5 -0.1 -0.8 0.22
H 2.306184 -2.628701 0.311865 0.2 -0.1 0.0 0.22
```
Positions in Å, forces in eV/Å.

The value obtained for the molar mass is 314.5 g mol⁻¹. Its total energy is -81888.2075 eV. The charge is 0. As for the structure (SMILES): CC(C)(C)S/C(Cl)=C(\Cl)C(Cl)=C(Cl)Cl. The calculation puts the HOMO energy at -9.07 eV. For the strongest force on any atom, the calculation gives 0.0815 hartree/bohr. For the LUMO energy, the calculation gives -0.38 eV.